{
  "formula": "C22H20FeO7",
  "method": "ωB97M-V/def2-TZVPD",
  "homo_energy_ev": [-5.99, -8.92],
  "homo_lumo_gap_ev": [6.162, 6.538],
  "total_charge": 0,
  "de_lowest_kcal_mol": 53.38,
  "spin_multiplicity": 5,
  "total_energy_ha": -2640.47514,
  "species": ["O", "C", "Fe", "C", "O", "C", "O", "C", "C", "C", "C", "C", "C", "H", "H", "H", "H", "H", "H", "H", "C", "C", "C", "O", "C", "O", "C", "C", "C", "C", "C", "C", "C", "C", "C", "O", "O", "H", "H", "H", "H", "H", "H", "H", "H", "H", "H", "H", "H", "H"],
  "xyz": [[4.791, -3.122, -1.554], [4.533, -2.040, -1.908], [4.348, -0.404, -2.497], [5.348, 0.253, -1.232], [6.089, 0.365, -0.312], [5.583, -0.480, -3.837], [6.656, -0.729, -4.239], [1.075, -0.565, -0.484], [1.058, -1.428, -1.754], [2.234, -1.164, -2.748], [2.436, 0.217, -3.060], [2.453, 1.031, -1.849], [1.746, 0.697, -0.635], [1.241, -1.183, 0.434], [1.180, -2.434, -1.328], [0.106, -1.404, -2.361], [2.245, -1.956, -3.513], [2.561, 0.638, -4.071], [2.756, 2.075, -1.947], [2.196, 1.199, 0.282], [-2.909, 1.650, -0.206], [-1.623, 1.416, -0.965], [-1.470, 2.174, -2.276], [-0.547, 1.850, -0.120], [-0.165, 1.040, 0.924], [0.273, 1.566, 1.927], [-0.245, -0.442, 0.644], [-0.621, -1.179, 2.017], [-1.853, -0.725, 2.807], [-3.091, -1.402, 2.752], [-4.162, -1.057, 3.588], [-4.033, -0.033, 4.534], [-2.795, 0.609, 4.646], [-1.733, 0.263, 3.802], [-1.268, -0.885, -0.354], [-1.821, -1.953, -0.375], [-1.503, 0.034, -1.349], [-2.956, 1.061, 0.725], [-2.956, 2.718, 0.049], [-3.760, 1.386, -0.845], [-0.522, 1.880, -2.739], [-2.291, 1.898, -2.945], [-1.466, 3.250, -2.083], [-0.734, -2.246, 1.754], [0.278, -1.062, 2.653], [-3.216, -2.236, 2.059], [-5.120, -1.576, 3.501], [-4.883, 0.272, 5.162], [-2.666, 1.399, 5.391], [-0.776, 0.766, 3.933]]
}